No. 1
The following is a DFT calculation (ωB97M-V with the def2-TZVPD basis set) of a structure of composition C38H32BrF5N7O2S2SiZr at a distorted geometry.

```
! RIJCOSX wB97M-V def2-TZVPD def2/J DEFGRID3
* xyz 1 1
Zr -0.28 0.31 -0.10
O 4.47 2.62 1.49
C 3.55 3.27 2.28
C 3.91 4.15 3.29
C 2.91 4.73 4.06
C 1.57 4.42 3.83
C 1.24 3.54 2.82
C 2.22 2.96 2.03
C 1.90 2.01 0.91
O 0.52 1.88 0.71
N 2.43 0.67 1.27
N 1.71 -0.42 0.90
C 2.20 -1.59 1.04
C 1.45 -2.82 0.81
Br -0.44 -2.65 0.71
C 1.94 -4.06 0.81
C 3.36 -4.44 0.91
C 3.67 -5.61 1.62
C 4.99 -6.01 1.77
C 6.01 -5.26 1.19
C 5.70 -4.12 0.46
C 4.38 -3.71 0.32
H 5.36 2.96 1.66
H 4.95 4.38 3.47
H 3.18 5.42 4.85
H 0.80 4.88 4.44
H 0.20 3.30 2.61
H 2.38 2.34 -0.01
H 3.44 0.59 1.30
H 3.22 -1.71 1.40
H 1.23 -4.88 0.77
H 2.87 -6.20 2.06
H 5.22 -6.91 2.32
H 7.04 -5.57 1.30
H 6.49 -3.55 -0.01
H 4.15 -2.85 -0.29
S -6.19 -1.89 4.54
N -4.60 -1.89 4.82
C -4.05 -1.20 3.83
C -2.63 -0.93 3.68
C -1.67 -1.27 4.63
C -0.37 -0.88 4.43
C -0.04 -0.24 3.23
N -0.93 0.02 2.28
C -2.22 -0.26 2.54
C -3.19 0.30 1.59
N -2.67 1.05 0.60
C -3.52 1.74 -0.16
C -4.91 1.66 -0.01
C -5.43 0.82 0.95
C -4.55 0.14 1.79
C -4.99 -0.68 2.91
N -6.24 -0.99 3.20
H -1.98 -1.80 5.53
H 0.40 -1.07 5.16
H 0.98 0.06 3.04
H -3.10 2.36 -0.92
H -5.54 2.24 -0.66
H -6.50 0.71 1.08
C -4.42 -0.31 -4.60
Si -2.77 0.34 -5.13
C -3.00 1.43 -6.62
C -1.57 -1.02 -5.51
C -2.02 1.43 -3.77
C -1.68 2.75 -4.01
C -1.03 3.55 -3.06
C -0.68 2.98 -1.87
N -1.01 1.70 -1.60
C -1.68 0.94 -2.49
S -2.08 -0.64 -1.87
H -4.91 -0.81 -5.44
H -5.08 0.49 -4.27
H -4.33 -1.04 -3.79
H -3.47 0.86 -7.42
H -2.04 1.80 -7.00
H -3.64 2.29 -6.40
H -1.96 -1.67 -6.29
H -1.37 -1.62 -4.62
H -0.62 -0.60 -5.84
H -1.92 3.19 -4.97
H -0.78 4.58 -3.26
H -0.13 3.50 -1.10
F 1.44 0.88 -1.70
C 1.36 -0.30 -2.58
F 0.75 -1.17 -1.50
C 2.81 -0.79 -2.57
F 3.48 -0.11 -3.50
F 2.83 -2.10 -2.86
F 3.51 -0.64 -1.41
*
```

Values from the calculation:
Highest occupied orbital energy in eV: -10.358



No. 2
The following is a DFT calculation (ωB97M-V with the def2-TZVPD basis set) of a structure of composition C38H32GaN5OS3Si.

```
! RIJCOSX wB97M-V def2-TZVPD def2/J DEFGRID3
* xyz 0 1
Ga -0.41 -0.04 -0.05
C -3.67 1.53 -4.61
C -3.63 0.37 -3.86
C -3.02 0.35 -2.61
C -2.45 1.51 -2.09
C -2.50 2.68 -2.85
C -3.10 2.69 -4.10
N -1.75 1.49 -0.87
C -2.01 2.37 0.08
C -3.17 3.21 0.16
C -3.33 4.07 1.19
C -2.36 4.21 2.23
C -1.24 3.45 2.20
C -1.06 2.51 1.15
N 0.05 1.75 0.99
N 1.10 1.96 1.66
C 2.20 1.29 1.10
C 3.42 1.38 1.76
C 4.52 0.80 1.17
C 4.38 0.15 -0.05
C 3.12 0.11 -0.62
N 2.05 0.68 -0.07
H -4.15 1.54 -5.59
H -4.07 -0.54 -4.25
H -3.02 -0.56 -2.03
H -2.03 3.57 -2.47
H -3.12 3.61 -4.67
H -3.94 3.11 -0.60
H -4.23 4.67 1.24
H -2.53 4.91 3.04
H -0.49 3.51 2.97
H 3.47 1.89 2.71
H 5.49 0.84 1.66
H 5.22 -0.32 -0.54
H 2.96 -0.40 -1.57
C -2.05 -5.21 2.82
C -2.22 -5.07 1.45
C -1.42 -4.19 0.74
C -0.43 -3.43 1.37
C -0.27 -3.60 2.75
C -1.07 -4.47 3.47
Si 0.62 -2.23 0.39
C 2.33 -2.26 1.19
C 2.59 -1.59 2.38
C 3.82 -1.69 3.02
C 4.83 -2.46 2.45
C 4.60 -3.13 1.26
C 3.36 -3.02 0.63
H -2.68 -5.89 3.38
H -2.98 -5.64 0.93
H -1.57 -4.09 -0.33
H 0.50 -3.05 3.27
H -0.93 -4.58 4.53
H 0.81 -2.87 -0.95
H 1.82 -0.97 2.83
H 3.99 -1.16 3.95
H 5.79 -2.55 2.95
H 5.38 -3.73 0.82
H 3.19 -3.57 -0.29
S -0.09 -0.80 -4.68
C -0.17 -1.07 -2.99
N 0.12 -0.06 -2.23
C 0.45 1.06 -3.00
C 0.79 2.32 -2.51
C 1.05 3.33 -3.41
C 0.98 3.10 -4.79
C 0.64 1.86 -5.29
C 0.38 0.84 -4.37
H -0.46 -2.03 -2.59
H 0.83 2.49 -1.44
H 1.31 4.31 -3.05
H 1.18 3.91 -5.48
H 0.58 1.68 -6.35
C -0.74 -0.32 3.89
O -1.13 -0.48 2.53
C -2.39 -0.92 2.26
S -3.43 -1.38 3.44
S -2.69 -0.95 0.57
H 0.24 0.17 3.85
H -0.68 -1.28 4.39
H -1.46 0.31 4.42
*
```

Values from the calculation:
Energy above the lowest of the compared OMol25 structures with the same formula, charge and spin in kcal per mole: 30.6
Highest occupied orbital energy (spin up / spin down) in eV: -7.050 / -7.049



No. 3
The following is a DFT calculation (ωB97M-V with the def2-TZVPD basis set) of a structure of composition C38H32INO2P2PtS.

```
! RIJCOSX wB97M-V def2-TZVPD def2/J DEFGRID3
* xyz 0 1
Pt 1.80 -0.21 0.12
C -1.72 -1.46 -2.50
N -0.56 -1.42 -1.60
P 0.47 -0.11 -1.66
C 1.16 -0.14 -3.34
C 0.59 0.54 -4.40
C 1.09 0.39 -5.69
C 2.16 -0.46 -5.92
C 2.73 -1.16 -4.87
C 2.23 -1.00 -3.58
C -0.54 1.39 -1.55
C -1.75 1.36 -0.87
C -2.44 2.54 -0.64
C -1.93 3.75 -1.08
C -0.71 3.78 -1.75
C -0.02 2.61 -1.98
P -0.23 -2.62 -0.37
C 0.76 -3.86 -1.29
C 0.83 -3.96 -2.68
C 1.65 -4.90 -3.28
C 2.41 -5.77 -2.50
C 2.35 -5.68 -1.12
C 1.54 -4.72 -0.52
C -1.87 -3.42 -0.27
C -2.70 -2.95 0.74
C -3.98 -3.46 0.90
C -4.43 -4.47 0.05
C -3.59 -4.96 -0.95
C -2.32 -4.44 -1.11
H -1.78 -0.53 -3.06
H -2.64 -1.58 -1.94
H -1.64 -2.28 -3.22
H -0.25 1.21 -4.24
H 0.64 0.93 -6.51
H 2.55 -0.57 -6.92
H 3.56 -1.83 -5.04
H 2.66 -1.57 -2.77
H -2.13 0.43 -0.48
H -3.37 2.51 -0.09
H -2.46 4.67 -0.89
H -0.30 4.73 -2.09
H 0.94 2.64 -2.49
H 0.27 -3.27 -3.29
H 1.70 -4.96 -4.36
H 3.05 -6.50 -2.97
H 2.95 -6.34 -0.50
H 1.52 -4.64 0.56
H -2.35 -2.16 1.40
H -4.63 -3.09 1.68
H -5.42 -4.89 0.18
H -3.94 -5.76 -1.60
H -1.67 -4.83 -1.88
I 3.47 5.74 3.68
C 2.14 4.24 3.07
C 1.29 3.66 4.00
C 0.47 2.62 3.61
C 0.50 2.14 2.30
C 1.33 2.76 1.37
C 2.14 3.82 1.75
C -0.41 0.98 1.95
O -1.51 0.93 2.46
O 0.02 0.06 1.14
H 1.28 4.00 5.03
H -0.22 2.16 4.31
H 1.34 2.43 0.34
H 2.78 4.30 1.03
S 3.91 -0.62 -0.69
C 4.04 -0.04 0.95
C 3.25 -0.68 1.92
C 3.08 -0.10 3.20
C 3.73 1.06 3.51
C 4.56 1.68 2.56
C 4.70 1.17 1.30
H 2.91 -1.71 1.75
H 2.45 -0.60 3.92
H 3.61 1.51 4.49
H 5.07 2.60 2.82
H 5.29 1.67 0.55
*
```

Values from the calculation:
Energy above the lowest of the compared OMol25 structures with the same formula, charge and spin in kcal per mole: 0.0
Highest occupied orbital energy in eV: -7.997



No. 4
The following is a DFT calculation (ωB97M-V with the def2-TZVPD basis set) of a structure of composition C38H32N2O7SSnTe at a distorted geometry.

```
! RIJCOSX wB97M-V def2-TZVPD def2/J DEFGRID3
* xyz 0 1
Sn 1.86 -2.03 0.55
O 1.78 -4.00 3.81
C 1.25 -3.08 3.20
O 1.90 -2.12 2.64
C -0.29 -2.99 3.00
C -0.90 -1.67 2.47
C -2.42 -1.69 2.79
C -2.99 -2.73 1.82
C -1.72 -3.14 1.07
O -0.95 -1.91 1.03
C -0.85 -4.01 1.97
C 0.13 -4.70 1.08
O 0.40 -5.91 1.03
O 0.73 -3.87 0.25
H -0.75 -3.23 3.97
H -0.40 -0.75 2.69
H -2.83 -0.69 2.51
H -2.63 -1.83 3.83
H -3.69 -2.24 1.12
H -3.58 -3.57 2.24
H -1.94 -3.49 0.05
H -1.50 -4.74 2.47
C 1.31 4.87 -2.73
C 1.18 3.68 -1.83
C 0.15 3.53 -0.91
C 0.05 2.44 -0.09
C -1.28 2.12 0.54
O -1.88 1.03 0.34
C -1.95 3.20 1.31
C -3.26 2.92 1.69
C -4.01 3.83 2.43
C -3.41 4.98 2.90
C -2.09 5.28 2.54
C -1.36 4.39 1.74
C 1.11 1.42 -0.05
O 1.07 0.49 0.81
C 2.11 1.56 -1.07
C 2.16 2.68 -1.85
C 3.11 0.45 -1.40
N 2.86 -0.52 -2.21
C 1.76 -0.42 -3.18
C 0.36 -0.61 -2.64
Te -1.12 -1.21 -4.17
C -2.85 -1.40 -2.97
C -3.57 -2.58 -3.00
C -4.80 -2.72 -2.35
C -5.31 -1.61 -1.67
C -4.58 -0.41 -1.60
C -3.36 -0.29 -2.26
C 4.44 0.53 -0.75
C 5.14 -0.67 -0.50
C 6.30 -0.63 0.24
C 6.85 0.61 0.64
C 6.20 1.81 0.33
C 5.00 1.77 -0.40
H 0.68 5.70 -2.44
H 1.11 4.64 -3.77
H 2.34 5.25 -2.69
H -0.56 4.36 -0.84
H -3.72 2.01 1.31
H -5.07 3.65 2.66
H -3.98 5.66 3.51
H -1.69 6.23 2.86
H -0.35 4.66 1.40
H 3.01 2.80 -2.54
H 1.95 -1.22 -3.92
H 1.91 0.52 -3.76
H -0.06 0.34 -2.29
H 0.32 -1.35 -1.84
H -3.10 -3.39 -3.53
H -5.31 -3.66 -2.33
H -6.24 -1.72 -1.12
H -4.97 0.47 -1.11
H -2.79 0.63 -2.19
H 4.75 -1.61 -0.87
H 6.83 -1.55 0.44
H 7.78 0.66 1.18
H 6.65 2.73 0.67
H 4.41 2.66 -0.62
S 2.65 -6.09 -1.31
C 3.07 -4.75 -0.46
N 3.43 -3.78 0.11
*
```

Values from the calculation:
Energy above the lowest of the compared OMol25 structures with the same formula, charge and spin in kcal per mole: 0.0
Highest occupied orbital energy (spin up / spin down) in eV: -7.935 / -7.931



No. 5
The following is a DFT calculation (ωB97M-V with the def2-TZVPD basis set) of a structure of composition C38H33As2N4O4PdSe at a distorted geometry.

```
! RIJCOSX wB97M-V def2-TZVPD def2/J DEFGRID3
* xyz -1 1
Pd 0.18 0.47 -0.47
C 3.93 1.59 0.26
C 3.18 0.69 1.17
N 1.93 0.33 1.09
C 1.70 -0.57 2.10
C 2.86 -0.73 2.83
N 3.78 0.08 2.22
C 3.29 -1.52 4.06
O 2.42 -2.29 4.55
O 4.44 -1.32 4.44
C 0.40 -1.25 2.26
O 0.28 -2.08 3.26
O -0.53 -1.06 1.49
H 3.26 1.96 -0.51
H 4.75 1.05 -0.21
H 4.34 2.43 0.82
H 4.73 0.14 2.55
H 1.18 -2.20 3.84
C -1.99 3.19 -1.33
C -2.35 3.19 0.15
As -1.22 1.99 1.33
C 0.32 3.19 1.52
C 0.67 3.76 2.73
C 1.74 4.63 2.83
C 2.48 4.94 1.70
C 2.17 4.34 0.49
C 1.11 3.46 0.40
C -2.21 2.56 2.96
C -2.52 3.88 3.30
C -3.28 4.16 4.42
C -3.73 3.13 5.23
C -3.42 1.81 4.91
C -2.67 1.54 3.78
As -1.40 1.40 -1.92
C -2.99 0.39 -1.44
C -2.79 -0.77 -0.70
C -3.87 -1.53 -0.27
C -5.16 -1.13 -0.59
C -5.37 0.04 -1.30
C -4.29 0.79 -1.72
C -1.60 1.56 -3.88
C -0.66 0.89 -4.66
C -0.73 0.92 -6.04
C -1.75 1.61 -6.67
C -2.69 2.28 -5.90
C -2.62 2.26 -4.52
H -1.17 3.90 -1.53
H -2.85 3.53 -1.93
H -3.37 2.81 0.28
H -2.33 4.21 0.54
H 0.10 3.52 3.62
H 2.00 5.07 3.78
H 3.30 5.64 1.76
H 2.78 4.56 -0.38
H 0.89 2.96 -0.55
H -2.16 4.69 2.69
H -3.52 5.18 4.67
H -4.32 3.35 6.11
H -3.77 1.01 5.54
H -2.42 0.51 3.52
H -1.77 -1.07 -0.44
H -3.71 -2.42 0.31
H -6.00 -1.72 -0.26
H -6.38 0.36 -1.52
H -4.47 1.71 -2.27
H 0.14 0.35 -4.15
H 0.01 0.40 -6.63
H -1.81 1.63 -7.74
H -3.49 2.82 -6.40
H -3.36 2.79 -3.95
Se 0.65 -3.17 -1.05
N 1.23 -1.50 -1.09
C 1.91 -1.31 -2.23
C 2.45 -0.09 -2.63
C 3.18 -0.03 -3.79
C 3.36 -1.18 -4.58
C 2.80 -2.38 -4.24
C 2.05 -2.48 -3.06
N 1.41 -3.57 -2.62
H 2.24 0.79 -2.02
H 3.61 0.91 -4.12
H 3.94 -1.10 -5.49
H 2.90 -3.26 -4.87
*
```

Values from the calculation:
Energy above the lowest of the compared OMol25 structures with the same formula, charge and spin in kcal per mole: 24.2
Highest occupied orbital energy in eV: -3.560



No. 6
The following is a DFT calculation (ωB97M-V with the def2-TZVPD basis set) of a structure of composition C38H33BN5O6P2Tl at a distorted geometry.

```
! RIJCOSX wB97M-V def2-TZVPD def2/J DEFGRID3
* xyz -2 1
Tl -0.90 -1.55 -0.21
O -2.69 -0.98 -4.73
C -2.31 -1.40 -3.61
O -2.62 -0.98 -2.47
C -1.37 -2.61 -3.64
C -1.49 -3.58 -4.63
C -0.65 -4.68 -4.59
C 0.32 -4.77 -3.60
C 0.39 -3.75 -2.66
N -0.45 -2.72 -2.67
C 1.50 -3.78 -1.58
O 2.42 -4.59 -1.79
O 1.36 -2.97 -0.63
H -2.24 -3.44 -5.40
H -0.74 -5.46 -5.33
H 1.02 -5.58 -3.54
O -0.27 1.12 1.59
P 1.00 1.90 1.64
C 0.85 3.33 0.55
P 0.38 2.71 -1.10
O 1.27 1.61 -1.56
C -1.37 2.35 -1.08
C -2.23 2.63 -0.02
C -3.58 2.31 -0.12
C -4.07 1.69 -1.26
C -3.21 1.38 -2.31
C -1.87 1.72 -2.22
C 0.56 4.16 -2.19
C 1.16 3.95 -3.43
C 1.32 5.02 -4.31
C 0.89 6.29 -3.95
C 0.29 6.50 -2.71
C 0.12 5.43 -1.84
C 2.50 1.03 1.17
C 2.40 -0.36 1.06
C 3.49 -1.11 0.62
C 4.68 -0.47 0.33
C 4.79 0.91 0.46
C 3.70 1.66 0.87
C 1.26 2.56 3.31
C 2.43 3.20 3.74
C 2.56 3.62 5.05
C 1.53 3.39 5.96
C 0.38 2.75 5.55
C 0.24 2.33 4.23
H 1.79 3.87 0.43
H 0.10 4.00 0.98
H -1.85 3.05 0.90
H -4.24 2.51 0.71
H -5.11 1.41 -1.32
H -3.56 0.81 -3.16
H -1.19 1.41 -3.02
H 1.51 2.96 -3.68
H 1.77 4.85 -5.28
H 1.02 7.12 -4.63
H -0.05 7.49 -2.43
H -0.36 5.60 -0.88
H 1.47 -0.86 1.26
H 3.35 -2.18 0.49
H 5.53 -1.05 -0.02
H 5.73 1.41 0.22
H 3.79 2.75 0.92
H 3.25 3.36 3.04
H 3.47 4.11 5.37
H 1.65 3.71 6.99
H -0.42 2.55 6.26
H -0.64 1.79 3.90
B -2.15 -4.91 2.50
N -2.32 -4.80 0.95
C -2.46 -5.87 0.14
C -2.94 -5.44 -1.08
C -3.08 -4.05 -0.91
N -2.70 -3.67 0.31
N -1.02 -3.99 3.08
C -0.29 -4.27 4.17
C 0.45 -3.15 4.52
C 0.08 -2.21 3.54
N -0.80 -2.72 2.68
H -3.20 -4.62 3.05
H -1.82 -6.06 2.74
H -2.20 -6.86 0.49
H -3.13 -6.03 -1.96
H -3.38 -3.29 -1.62
H -0.34 -5.25 4.63
H 1.15 -3.04 5.33
H 0.42 -1.19 3.41
*
```

Values from the calculation:
Energy above the lowest of the compared OMol25 structures with the same formula, charge and spin in kcal per mole: 14.7
Highest occupied orbital energy in eV: -2.619



Number 1: molar mass 977.1 g mol⁻¹. Number 2: molar mass 768.7 g mol⁻¹. Number 3: molar mass 950.7 g mol⁻¹. Number 4: molar mass 907.1 g mol⁻¹. Number 5: molar mass 944.9 g mol⁻¹. Number 6: molar mass 932.9 g mol⁻¹.